Entry 1:
Density functional theory data (ωB97M-V/def2-TZVPD) for 6 unconnected molecules or ions with the total composition C41H92NO7 at a distorted geometry.

Geometry (Å):
C  -6.54240  7.21796  3.02064
C  -6.58174  8.09507  1.74724
C  -7.97484  8.10614  1.13361
C  -8.46784  6.73549  0.61883
C  -7.39222  5.80329  0.05321
C  -7.97016  4.36396  -0.07400
C  -8.54370  4.08280  -1.45981
C  -9.07101  2.64114  -1.58473
C  -8.16536  1.72572  -2.42513
C  -8.11376  0.31292  -1.83718
C  -7.43292  -0.71602  -2.76725
C  -6.03632  -1.18866  -2.27690
C  -6.01846  -2.69328  -1.93911
C  -4.71693  -3.41409  -2.31982
N  -3.69500  -3.35733  -1.30232
C  -2.32330  -3.39626  -1.79840
C  -1.42499  -4.52028  -1.30181
C  0.02620  -4.37193  -1.80364
C  0.11150  -4.13841  -3.31979
C  0.77789  -5.68225  -1.44631
C  -3.99349  -4.13501  -0.10720
C  -4.34135  -5.63320  -0.29820
O  -4.04685  -6.22492  -1.37832
O  -4.89170  -6.15373  0.70807
H  -6.60405  7.82763  3.91850
H  -5.65914  6.58335  3.01447
H  -7.40064  6.54615  3.04499
H  -5.84824  7.70700  1.04504
H  -6.23883  9.08838  2.02988
H  -8.66321  8.42564  1.92086
H  -8.04478  8.86672  0.35503
H  -9.07995  6.24169  1.36922
H  -9.15342  6.94859  -0.20391
H  -6.51709  5.72510  0.69039
H  -7.14862  6.11684  -0.96007
H  -7.15898  3.65364  0.10966
H  -8.72468  4.21208  0.69455
H  -9.37751  4.77856  -1.59136
H  -7.80130  4.32698  -2.21885
H  -9.11813  2.23757  -0.57088
H  -10.09705  2.63999  -1.94846
H  -7.17051  2.16930  -2.46141
H  -8.56906  1.67019  -3.43658
H  -9.15050  0.01956  -1.66448
H  -7.62239  0.38872  -0.86686
H  -7.37258  -0.26337  -3.75778
H  -8.11902  -1.55608  -2.85504
H  -5.30744  -0.91696  -3.03620
H  -5.86319  -0.64289  -1.35258
H  -6.80809  -3.17068  -2.52156
H  -6.28208  -2.82908  -0.89271
H  -4.97031  -4.42434  -2.66384
H  -4.33451  -2.88228  -3.19380
H  -2.32959  -3.45058  -2.88625
H  -1.82092  -2.44095  -1.56325
H  -1.35185  -4.56585  -0.21844
H  -1.78596  -5.47555  -1.68218
H  0.52193  -3.58965  -1.22688
H  1.03749  -4.57364  -3.69543
H  -0.72072  -4.58298  -3.85892
H  0.16781  -3.06715  -3.51580
H  0.17147  -6.28502  -0.76848
H  0.97458  -6.29254  -2.32526
H  1.70001  -5.47955  -0.90335
H  -4.87421  -3.69162  0.35949
H  -3.22077  -4.04471  0.64982
C  6.02855  -4.77238  0.50257
C  4.74587  -3.96813  0.36618
O  3.61393  -4.59846  0.92939
C  3.66745  -4.85112  2.31958
C  3.79956  -3.59495  3.16428
H  5.88638  -5.78508  0.12219
H  6.83449  -4.29529  -0.05670
H  6.34912  -4.85032  1.54304
H  4.51396  -3.84234  -0.69216
H  4.87406  -2.96157  0.78130
H  4.47105  -5.56067  2.55059
H  2.72956  -5.35061  2.56324
H  4.76526  -3.10722  3.01476
H  3.71358  -3.84019  4.22367
H  3.02255  -2.87507  2.90372
C  7.39966  -1.54135  6.56188
C  7.95699  -1.92951  5.20232
O  7.24982  -1.36867  4.11433
C  7.23154  0.04492  4.04365
C  8.60779  0.67157  3.89489
H  6.33044  -1.75148  6.61078
H  7.90494  -2.10014  7.35049
H  7.53830  -0.47866  6.76846
H  7.87572  -3.01004  5.07886
H  9.02372  -1.68574  5.13577
H  6.70522  0.46493  4.90840
H  6.63213  0.28625  3.16541
H  9.21522  0.52795  4.79050
H  8.51980  1.74497  3.72338
H  9.14543  0.22409  3.05788
C  10.70478  4.22727  -0.47235
C  9.78908  3.67799  0.60872
O  10.25659  3.90734  1.92499
C  10.40277  5.26137  2.30735
C  9.10410  6.05045  2.27876
H  11.72499  3.86917  -0.32781
H  10.35712  3.91234  -1.45659
H  10.73244  5.31834  -0.46486
H  9.72474  2.59446  0.50563
H  8.77094  4.06485  0.48861
H  11.16886  5.75237  1.69636
H  10.78424  5.23778  3.32863
H  8.72871  6.17371  1.26152
H  9.25740  7.04542  2.69781
H  8.33245  5.53866  2.85529
C  1.66650  -9.44540  -4.16000
C  1.76500  -8.48657  -5.33427
O  2.71860  -7.45476  -5.15333
C  4.05641  -7.87212  -4.98028
C  4.62026  -8.63722  -6.16737
H  1.50999  -8.89687  -3.23055
H  0.83665  -10.13761  -4.30354
H  2.57668  -10.03823  -4.04555
H  0.80806  -7.98146  -5.46510
H  1.96097  -9.03225  -6.26521
H  4.16044  -8.45600  -4.05852
H  4.63273  -6.95719  -4.83760
H  4.12842  -9.60308  -6.29497
H  5.68566  -8.82397  -6.02521
H  4.47972  -8.07087  -7.08919
C  -2.35328  5.91971  0.12640
C  -2.55687  7.38943  0.45405
O  -3.04148  7.62105  1.76343
C  -2.21080  7.18597  2.82278
C  -0.85125  7.86450  2.85417
H  -3.25973  5.35098  0.33846
H  -2.10134  5.79904  -0.92751
H  -1.54337  5.48150  0.71192
H  -3.31275  7.80280  -0.21512
H  -1.63696  7.95886  0.27739
H  -2.10016  6.09610  2.80122
H  -2.75260  7.42779  3.73787
H  -0.23903  7.58140  1.99619
H  -0.30851  7.58050  3.75629
H  -0.96448  8.94944  2.83551

Computed properties:
* lowest unoccupied orbital energy: 1.7 eV
* DFT total energy: -2198.7223 a.u.
* gap between HOMO and LUMO: 5.4 eV
* HOMO energy: -3.659 eV
* total charge: -1

Löwdin population analysis, charges in e, atoms 1 to 8: C -0.096; C -0.268; C -0.219; C -0.212; C -0.196; C -0.213; C -0.222; C -0.210


Entry 2:
Density functional theory data (ωB97M-V/def2-TZVPD) for 2 unconnected molecules or ions with the total composition C3H6N2O3 at a distorted geometry.

Geometry (Å):
C  1.31153  1.79754  -0.72558
N  1.63044  0.61655  -0.37846
O  1.23438  -0.47916  -0.71676
O  2.67932  0.52969  0.55593
H  2.11820  2.43665  -0.33065
H  0.47397  1.94185  -1.40409
H  2.88043  -0.42984  0.71553
C  -1.61714  -1.65514  0.69692
O  -1.71499  -0.23966  0.84762
C  -1.99951  0.49025  -0.17472
N  -2.50305  1.09001  -1.02881
H  -0.79140  -2.01348  1.41417
H  -1.13422  -2.04238  -0.26667
H  -2.56796  -2.04286  0.79558

Computed properties:
* lowest unoccupied orbital energy: 0.6 eV
* DFT total energy: -452.9498 a.u.
* gap between HOMO and LUMO: 10.2 eV
* SMILES: C=[N+]([O-])O.COC#N
* HOMO energy: -9.560 eV
* total charge: 0
* energy relative to the best compared isomer or geometry (same formula, charge and spin): 659.6 kJ/mol

natural (NBO) population analysis, charges in e, atoms 1 to 8: C -0.273; N 0.382; O -0.507; O -0.572; H 0.227; H 0.249; H 0.496; C -0.252


Entry 3:
Density functional theory data (ωB97M-V/def2-TZVPD) for 2 unconnected molecules or ions with the total composition CH3NO2P at a distorted geometry.

Geometry (Å):
C  -0.26860  0.37093  1.47386
N  0.49843  0.73330  -0.86652
O  -1.40149  0.47571  1.28142
O  0.72754  0.33293  2.04251
P  -0.11723  -0.61464  -1.35135
H  0.34252  1.44383  -1.47004
H  -0.80601  -1.24893  -0.27013
H  1.02484  -1.49313  -0.83975

Computed properties:
* lowest unoccupied orbital energy: 4.0 eV
* DFT total energy: -586.4915 a.u.
* gap between HOMO and LUMO: 6.7 eV
* HOMO energy: -2.730 eV
* total charge: -1
* energy relative to the best compared isomer or geometry (same formula, charge and spin): 159.7 kJ/mol

Partial atomic charges computed with the natural (NBO) method, in multiples of e: C 1.070; N -1.435; O -0.572; O -0.562; P 0.505; H 0.331; H -0.163; H -0.173


Entry 4:
Density functional theory data (ωB97M-V/def2-TZVPD) for 3 unconnected molecules or ions with the total composition C3H5IO2S at a distorted geometry.

Geometry (Å):
C  0.14588  -0.56114  0.22027
C  1.29162  0.31946  0.01216
C  0.45375  0.72679  0.90405
O  -1.18955  4.16159  -0.19288
O  -3.00161  2.52827  -0.06761
S  -1.82040  2.98419  -0.77052
I  -4.01244  -1.23320  0.22274
H  -0.74622  -0.64066  -0.43649
H  0.26934  -1.51612  0.92214
H  2.13888  0.42247  -0.61426
H  -3.48297  0.25636  0.12444
H  -0.18652  1.44627  1.56670

Computed properties:
* lowest unoccupied orbital energy (spin up / spin down): 0.6 / -5.5 eV
* DFT total energy: -963.3810 a.u.
* multiplicity: 3
* gap between HOMO and LUMO (spin up / spin down): 9.3 / 3.9 eV
* HOMO energy (spin up / spin down): -8.710 / -9.383 eV
* total charge: 0
* ⟨S²⟩: 2.015
* energy relative to the best compared isomer or geometry (same formula, charge and spin): 253.3 kJ/mol

natural (NBO) population analysis, charges in e, atoms 1 to 8: C -0.447; C -0.185; C -0.179; O -0.560; O -0.591; S 1.164; I -0.100; H 0.177